C30H48Cl30F2N2OPS | ωB97M-V/def2-TZVPD

As for the charge: +1. The calculation puts the HOMO energy at -0.4381 Ha. The total energy comes out at -438141.527 eV. The value obtained for the gap between HOMO and LUMO is 8.58 eV.

Atoms and positions in Å:
C 4.773 -0.240 2.882
C 6.301 -0.193 2.770
C 6.764 -0.005 1.333
C 6.230 -1.061 0.351
C 7.309 -1.539 -0.646
C 6.713 -2.190 -1.889
C 6.239 -1.250 -3.020
C 6.937 0.104 -3.141
C 6.400 1.187 -2.214
C 6.936 2.588 -2.573
C 7.068 3.533 -1.358
C 6.077 4.704 -1.426
C 4.620 4.212 -1.439
C 3.700 4.941 -0.443
C 2.649 4.001 0.185
C 1.205 4.635 0.213
P 0.283 4.137 -1.198
F -0.546 5.347 -1.692
F 1.213 3.793 -2.368
C -0.861 2.833 -0.893
C -0.179 1.595 -0.223
S -1.272 0.871 1.023
C -1.898 -0.508 0.199
N -1.787 -1.731 0.586
N -2.482 -2.498 -0.304
C -2.951 -1.689 -1.190
O -2.639 -0.411 -0.949
H 4.491 -0.238 3.931
H 4.333 0.627 2.393
H 4.392 -1.139 2.405
H 6.637 0.659 3.362
H 6.738 -1.083 3.219
H 7.850 0.007 1.267
H 6.422 0.979 1.003
H 5.910 -1.951 0.889
H 5.382 -0.694 -0.227
H 7.885 -2.308 -0.127
H 8.021 -0.747 -0.869
H 5.840 -2.750 -1.547
H 7.382 -2.939 -2.302
H 5.163 -1.078 -2.981
H 6.411 -1.773 -3.960
H 8.018 0.021 -3.027
H 6.778 0.460 -4.162
H 6.654 0.987 -1.177
H 5.309 1.162 -2.284
H 6.282 3.021 -3.326
H 7.933 2.447 -2.984
H 6.860 3.005 -0.426
H 8.079 3.918 -1.313
H 6.254 5.393 -0.602
H 6.285 5.246 -2.348
H 4.221 4.370 -2.441
H 4.592 3.138 -1.266
H 4.307 5.348 0.360
H 3.189 5.753 -0.956
H 2.899 3.781 1.215
H 2.619 3.080 -0.393
H 1.307 5.718 0.184
H 0.676 4.372 1.126
H -1.327 2.518 -1.825
H -1.618 3.215 -0.208
H 0.078 0.871 -0.989
H 0.749 1.860 0.278
H -3.529 -1.999 -2.040
C -0.963 -5.533 1.542
Cl -1.396 -7.189 1.115
Cl -1.329 -5.216 3.235
Cl 0.739 -5.217 1.190
H -1.559 -4.861 0.937
C 10.821 3.471 0.474
Cl 10.022 4.149 1.892
Cl 10.170 1.874 0.093
Cl 10.663 4.552 -0.911
H 11.873 3.361 0.698
C -5.042 1.353 0.713
Cl -5.732 1.817 2.261
Cl -5.837 -0.088 0.068
Cl -5.114 2.686 -0.443
H -4.000 1.112 0.869
C -2.453 -10.721 -0.554
Cl -4.147 -10.714 -0.062
Cl -1.636 -12.169 0.030
Cl -2.308 -10.580 -2.306
H -1.969 -9.862 -0.109
C -8.423 -2.654 -1.708
Cl -10.110 -2.695 -1.198
Cl -7.561 -4.087 -1.151
Cl -8.301 -2.484 -3.459
H -7.963 -1.785 -1.256
C -12.747 -0.611 -2.948
Cl -13.139 -0.776 -4.657
Cl -11.598 0.702 -2.691
Cl -14.209 -0.367 -1.987
H -12.283 -1.530 -2.618
C -2.956 7.125 0.670
Cl -1.809 6.547 1.899
Cl -4.505 6.309 0.846
Cl -3.132 8.868 0.760
H -2.554 6.876 -0.303
C -15.341 3.206 -2.770
Cl -13.984 3.918 -3.643
Cl -15.594 4.023 -1.226
Cl -16.807 3.241 -3.748
H -15.098 2.173 -2.566
C -4.399 -6.908 5.267
Cl -4.829 -5.612 4.150
Cl -5.842 -7.563 6.044
Cl -3.505 -8.180 4.439
H -3.763 -6.493 6.037
C -9.218 -6.407 7.351
Cl -9.971 -6.027 8.899
Cl -10.017 -7.779 6.583
Cl -9.231 -5.000 6.286
H -8.187 -6.677 7.535

=====

C42H32ClN4O10PV | ωB97M-V/def2-TZVPD

As for the charge: -2. The calculation puts the HOMO energy (spin up / spin down) at -0.1053 / -0.1077 Ha. The total energy comes out at -118014.554 eV. The value obtained for the gap between HOMO and LUMO (spin up / spin down) is 6.76 / 6.83 eV. As for the spin multiplicity: 2.

Atoms and positions in Å:
V -0.460 -0.293 0.193
O -3.644 -5.067 2.786
C -2.845 -4.090 2.266
C -1.634 -4.377 1.671
C -0.854 -3.349 1.151
N -1.290 -2.082 1.181
C -2.444 -1.811 1.805
C -3.263 -2.773 2.355
C -2.771 -0.337 1.960
O -3.828 -0.010 2.491
O -1.832 0.423 1.551
C 0.543 -3.748 0.621
O 0.530 -4.718 -0.173
O 1.486 -3.127 1.126
H -3.203 -5.912 2.651
H -1.258 -5.390 1.580
H -4.180 -2.470 2.839
C 1.422 -1.205 3.741
O 2.444 -0.204 3.774
C 2.246 0.958 3.100
C 2.936 2.059 3.578
C 2.837 3.306 2.972
C 2.007 3.458 1.883
C 1.302 2.362 1.368
C 0.394 2.607 0.283
N -0.387 1.735 -0.232
N -1.308 2.211 -1.142
C -2.152 1.266 -1.453
O -2.134 0.056 -1.025
C -3.230 1.619 -2.424
C -4.383 0.839 -2.480
C -5.387 1.139 -3.388
C -5.246 2.213 -4.255
C -4.099 2.994 -4.201
C -3.098 2.704 -3.288
C 1.441 1.076 1.939
O 0.919 0.004 1.409
H 1.663 -1.875 4.567
H 1.416 -1.752 2.800
H 0.440 -0.751 3.915
H 3.564 1.907 4.448
H 3.399 4.145 3.363
H 1.894 4.424 1.404
H 0.307 3.631 -0.070
H -4.472 0.004 -1.797
H -6.284 0.530 -3.419
H -6.026 2.441 -4.972
H -3.981 3.831 -4.880
H -2.197 3.299 -3.234
N 0.184 -1.285 -1.095
P -0.190 -2.061 -2.421
C -1.798 -2.899 -2.446
C -1.945 -4.162 -1.878
C -3.201 -4.751 -1.827
C -4.309 -4.088 -2.333
C -4.164 -2.824 -2.890
C -2.914 -2.229 -2.944
C 1.102 -3.252 -2.835
C 0.887 -4.403 -3.583
C 1.958 -5.222 -3.903
C 3.239 -4.890 -3.480
C 3.453 -3.736 -2.741
C 2.385 -2.917 -2.417
C -0.214 -0.901 -3.816
C -0.702 -1.295 -5.063
C -0.690 -0.408 -6.124
C -0.172 0.872 -5.947
C 0.344 1.249 -4.719
C 0.326 0.366 -3.645
H -1.083 -4.654 -1.431
H -3.309 -5.729 -1.372
H -5.289 -4.549 -2.282
H -5.026 -2.288 -3.271
H -2.812 -1.234 -3.355
H -0.114 -4.672 -3.901
H 1.790 -6.129 -4.474
H 4.073 -5.538 -3.725
H 4.445 -3.464 -2.401
H 2.544 -2.020 -1.831
H -1.103 -2.295 -5.201
H -1.079 -0.711 -7.088
H -0.159 1.568 -6.778
H 0.786 2.228 -4.578
H 0.802 0.648 -2.710
Cl 5.447 -0.918 -0.515
C 3.874 -0.035 -0.417
C 3.454 0.706 -1.720
O 4.224 0.747 -2.688
O 2.304 1.200 -1.584
H 3.980 0.680 0.394
H 3.127 -0.771 -0.129

=====

C4H9NO2S2 | ωB97M-V/def2-TZVPD

The calculation puts the HOMO energy (spin up / spin down) at -0.1574 / -0.3431 Ha. The total energy comes out at -31542.097 eV. The value obtained for the gap between HOMO and LUMO (spin up / spin down) is 4.89 / 6.59 eV. As for the spin multiplicity: 3.

Atoms and positions in Å:
C 0.641 1.154 -1.294
C -0.854 1.328 -1.135
C -1.203 0.032 1.271
C 0.918 -1.395 1.177
N 0.493 -0.029 1.271
O -1.001 -1.357 -0.917
O -3.117 -0.058 -0.706
S 1.333 1.084 0.359
S -1.688 -0.142 -0.471
H 0.730 0.210 -1.959
H 1.058 2.006 -1.913
H -0.926 2.158 -0.472
H -1.276 1.608 -2.124
H -1.484 -0.968 1.620
H -1.736 0.784 1.850
H 1.958 -1.355 1.082
H 0.599 -1.891 2.157
H 0.386 -1.929 0.261